No. 1
15
Properties=species:S:1:pos:R:3:nbo_charge:R:1 method="wB97M-V/def2-TZVPD" total_charge=0 mol_weight_g_mol=104.10 homo_energy_ha=-0.383 energy_ha=-382.91305 multiplicity=1 gap_ev=11.2681 relative_energy_ev=1.409 max_force_ev_per_a=1.50
C -2.829 0.079 -0.135 -0.26
O -1.581 0.070 0.557 -0.51
C -0.489 0.080 -0.223 0.80
O -0.484 0.163 -1.430 -0.61
C 0.713 -0.358 0.534 -0.53
C 1.993 0.141 -0.195 -0.06
O 2.973 0.349 0.814 -0.73
H -2.978 -0.878 -0.634 0.19
H -3.599 0.226 0.620 0.20
H -2.860 0.880 -0.867 0.20
H 0.828 -0.073 1.579 0.25
H 0.363 -1.400 0.576 0.24
H 2.317 -0.525 -1.002 0.18
H 1.780 1.111 -0.686 0.18
H 3.853 0.137 0.492 0.48

No. 2
104
Properties=species:S:1:pos:R:3:mulliken_charge:R:1 method="wB97M-V/def2-TZVPD" total_charge=-2 mol_weight_g_mol=847.80 homo_energy_ha=-0.079 energy_ha=-3778.92836 multiplicity=1 gap_ev=5.5230 relative_energy_ev=1.353 max_force_ev_per_a=1.73
Na 0.708 -0.549 -1.076 0.86
C 2.806 2.763 -4.631 -1.54
C 1.499 2.230 -4.113 -0.25
N 1.129 1.017 -4.331 0.47
N 1.909 0.326 -5.198 -0.96
C 2.024 -0.976 -5.022 0.14
N 2.523 -1.612 -6.165 -0.53
S 1.786 -1.949 -3.636 -0.37
C 0.560 3.110 -3.373 1.24
C 1.030 4.180 -2.603 -0.77
C 0.133 4.986 -1.929 -0.43
C -1.223 4.719 -2.035 -0.59
C -1.600 3.639 -2.818 -0.22
N -0.751 2.861 -3.476 -0.25
H 3.633 2.142 -4.284 0.28
H 2.813 2.694 -5.722 0.35
H 2.983 3.798 -4.343 0.42
H 3.003 -0.980 -6.788 0.23
H 3.029 -2.455 -5.943 0.26
H 2.092 4.348 -2.498 0.27
H 0.492 5.802 -1.312 0.39
H -1.965 5.318 -1.523 0.39
H -2.652 3.385 -2.925 0.43
O 3.962 -6.647 2.181 -0.76
C 2.750 -6.518 1.902 0.39
O 1.769 -7.173 2.311 -0.74
C 2.406 -5.298 1.020 0.16
C 3.376 -4.641 0.270 -0.66
C 3.028 -3.531 -0.485 -0.62
N 1.808 -2.994 -0.477 0.38
C 0.888 -3.620 0.253 0.41
C 1.118 -4.790 0.964 -1.17
C -0.450 -2.933 0.357 0.26
O -1.485 -3.572 0.175 -0.83
O -0.446 -1.673 0.687 0.26
H 4.394 -5.007 0.305 0.44
H 3.755 -3.029 -1.117 0.41
H 0.321 -5.285 1.504 0.57
C 4.131 -0.839 2.791 -1.33
C 3.355 0.455 2.995 0.45
C 3.775 1.524 1.995 -1.06
O 1.930 0.290 3.008 0.14
P 1.110 -0.640 1.885 0.05
O 1.869 -0.398 0.637 -0.86
C -0.423 0.310 2.243 -1.02
P -0.591 1.616 1.009 -0.09
O -0.161 1.283 -0.355 -0.22
O 0.215 2.863 1.585 0.12
C -0.152 3.512 2.816 0.89
C 1.046 3.493 3.741 -1.22
C -0.626 4.911 2.476 -1.61
O -2.074 2.178 1.157 -0.26
C -3.308 1.531 0.754 0.53
C -3.112 0.399 -0.229 -0.92
C -4.035 1.099 2.013 -1.51
O 1.293 -2.039 2.593 0.00
C 0.736 -2.627 3.780 0.50
C -0.771 -2.803 3.691 -1.33
C 1.143 -1.874 5.035 -1.28
H 5.201 -0.616 2.816 0.54
H 3.898 -1.294 1.829 0.19
H 3.916 -1.571 3.570 0.16
H 3.576 0.827 4.003 0.35
H 3.630 1.167 0.977 0.14
H 4.830 1.774 2.146 0.52
H 3.177 2.427 2.125 0.05
H -0.315 0.786 3.216 0.99
H -1.297 -0.333 2.201 0.37
H -0.981 2.967 3.279 0.30
H 1.850 4.107 3.328 0.30
H 1.419 2.476 3.861 0.06
H 0.766 3.897 4.717 0.41
H 0.180 5.466 1.991 0.32
H -0.922 5.442 3.383 0.38
H -1.476 4.866 1.796 0.34
H -3.876 2.329 0.268 0.40
H -2.522 -0.423 0.189 -0.01
H -2.609 0.740 -1.132 -0.05
H -4.093 0.007 -0.504 0.60
H -3.498 0.285 2.505 0.16
H -5.035 0.741 1.760 0.48
H -4.127 1.932 2.711 0.35
H 1.199 -3.615 3.792 0.42
H -1.292 -1.861 3.885 0.27
H -1.082 -3.523 4.451 0.47
H -1.083 -3.179 2.719 0.24
H 0.769 -0.849 5.020 0.13
H 2.227 -1.832 5.140 0.25
H 0.727 -2.391 5.903 0.50
N -6.665 -1.360 -3.487 -0.32
C -5.658 -0.819 -4.231 0.13
O -5.893 -0.192 -5.248 -0.66
C -4.264 -1.016 -3.701 1.44
C -3.945 -1.965 -2.737 -0.96
C -2.637 -2.041 -2.280 -0.80
N -1.669 -1.244 -2.732 0.18
C -1.965 -0.361 -3.685 -0.28
C -3.252 -0.211 -4.193 -0.73
H -7.595 -1.312 -3.864 0.23
H -6.487 -1.924 -2.678 0.17
H -4.671 -2.660 -2.334 0.33
H -2.353 -2.754 -1.512 0.48
H -1.142 0.254 -4.031 0.35
H -3.468 0.524 -4.955 0.53

No. 3
17
Properties=species:S:1:pos:R:3:nbo_charge:R:1 method="wB97M-V/def2-TZVPD" total_charge=0 mol_weight_g_mol=127.10 homo_energy_ha=-0.372 energy_ha=-512.54852 multiplicity=1 gap_ev=10.6070 relative_energy_ev=1.002 max_force_ev_per_a=2.30
O -0.604 -1.646 -1.781 -0.49
C -0.374 -0.481 -1.860 0.54
N 1.000 -0.065 -1.704 -0.72
C 1.772 -0.728 -0.716 0.56
O 1.365 -1.408 0.169 -0.53
H -1.070 0.356 -1.919 0.13
H 1.369 0.776 -2.110 0.41
H 2.816 -0.542 -1.029 0.11
H 0.270 2.371 1.742 0.48
H -0.029 1.190 0.960 0.47
O 0.193 2.118 0.809 -0.95
H -3.205 1.306 1.112 0.48
H -1.715 1.528 0.655 0.48
O -2.421 0.877 0.760 -0.97
H -1.022 0.408 2.358 0.48
H -0.188 -0.746 3.055 0.49
O -0.231 0.197 2.880 -0.98

No. 4
48
Properties=species:S:1:pos:R:3:nbo_charge:R:1 method="wB97M-V/def2-TZVPD" total_charge=+1 s2=0.754 mol_weight_g_mol=277.31 homo_energy_ha="-0.509 / -0.509" energy_ha=-1053.94860 multiplicity=2 gap_ev="10.2872 / 5.2067" relative_energy_ev=4.452 max_force_ev_per_a=5.53
C -1.483 -3.467 0.275 -0.62
C -2.352 -2.196 0.089 -0.29
N -1.432 -1.081 -0.139 0.02
C -2.027 -0.130 -1.107 -0.29
C -2.845 -0.556 -2.351 -0.66
C -1.149 -0.442 1.181 -0.39
C -0.379 0.852 0.897 0.41
O -0.806 1.845 1.413 -0.48
H -0.563 -3.495 -0.321 0.23
H -0.935 -3.452 1.232 0.23
H -1.987 -4.425 0.257 0.27
H -2.922 -2.139 1.014 0.27
H -2.919 -2.420 -0.805 0.25
H -1.194 0.465 -1.492 0.25
H -2.703 0.513 -0.539 0.28
H -3.809 -0.049 -2.315 0.25
H -2.299 -0.110 -3.182 0.27
H -3.025 -1.599 -2.596 0.24
H -0.617 -1.132 1.841 0.29
H -2.030 -0.080 1.720 0.28
H 0.488 0.843 0.220 0.15
H 0.524 -0.953 -1.309 0.45
H 1.511 0.220 -1.693 0.51
O 1.331 -0.732 -1.789 -0.95
H 1.290 -0.338 4.594 0.49
H -0.134 0.191 4.624 0.48
O 0.409 -0.506 4.241 -0.96
H 0.931 2.221 -1.524 0.48
H 2.193 2.928 -2.008 0.50
O 1.876 2.300 -1.350 -0.97
H 0.627 2.766 3.208 0.47
H -0.651 2.723 3.916 0.45
O 0.157 3.251 3.902 -0.92
H 3.985 -0.846 1.191 0.47
H 3.116 0.310 0.877 0.46
O 3.903 0.089 1.391 -0.94
H 1.938 -2.765 -0.861 0.44
H 3.031 -2.251 -1.620 0.47
O 2.694 -3.115 -1.345 -0.91
H 0.119 4.448 -0.661 0.48
H -1.094 3.648 -0.876 0.46
O -0.396 4.077 -1.388 -0.94
H -0.353 -1.270 -3.941 0.45
H 0.945 -0.581 -3.616 0.49
O 0.142 -0.471 -4.150 -0.95
H 3.328 2.326 0.917 0.49
H 2.948 2.181 2.426 0.49
O 2.616 2.404 1.552 -0.97

No. 5
72
Properties=species:S:1:pos:R:3:mulliken_spin:R:1 method="wB97M-V/def2-TZVPD" total_charge=-1 s2=0.770 mol_weight_g_mol=506.37 homo_energy_ha="-0.093 / -0.092" energy_ha=-3143.95795 multiplicity=2 gap_ev="5.0818 / 5.0286" max_force_ev_per_a=1.98
P 0.086 -0.408 -0.600 -0.03
C 1.862 -0.530 -0.018 -0.03
C 2.946 -0.143 -1.041 0.00
C 4.335 -0.504 -0.495 0.00
C 4.605 0.107 0.885 0.00
C 3.474 -0.180 1.878 0.00
C 2.098 0.202 1.309 0.01
C -0.417 1.390 -0.637 -0.01
C 0.537 2.335 -1.381 0.00
C -0.112 3.722 -1.518 0.00
C -0.550 4.302 -0.167 0.00
C -1.409 3.320 0.638 0.00
C -0.740 1.944 0.760 0.01
C 0.150 -0.888 -2.394 -0.02
C 0.624 -2.342 -2.562 0.02
C 0.703 -2.753 -4.038 0.00
C -0.614 -2.514 -4.783 0.00
C -1.115 -1.077 -4.600 0.00
C -1.185 -0.660 -3.122 0.02
H 1.947 -1.618 0.176 0.01
H 2.896 0.937 -1.248 0.00
H 2.798 -0.653 -2.003 0.00
H 5.103 -0.185 -1.211 0.00
H 4.407 -1.597 -0.418 0.00
H 5.551 -0.282 1.277 0.00
H 4.722 1.193 0.777 0.00
H 3.472 -1.252 2.116 0.00
H 3.648 0.361 2.815 0.00
H 1.307 -0.034 2.035 0.00
H 2.064 1.290 1.143 0.00
H -1.371 1.355 -1.194 0.00
H -0.992 3.630 -2.168 0.00
H 0.798 1.947 -2.379 0.00
H 1.478 2.430 -0.817 0.00
H 0.587 4.405 -2.015 0.00
H -1.103 5.234 -0.327 0.00
H 0.344 4.556 0.419 0.00
H -1.614 3.721 1.639 0.00
H -2.381 3.195 0.137 0.00
H -1.389 1.255 1.318 0.01
H 0.185 2.034 1.350 0.00
H 0.902 -0.211 -2.838 0.00
H 1.601 -2.513 -2.085 0.00
H -0.074 -3.008 -2.037 0.00
H 1.499 -2.170 -4.519 0.00
H 0.988 -3.810 -4.105 0.00
H -1.377 -3.211 -4.411 0.00
H -0.478 -2.725 -5.849 0.00
H -2.105 -0.961 -5.057 0.00
H -0.436 -0.391 -5.124 0.00
H -1.501 0.393 -3.058 0.00
H -1.971 -1.235 -2.613 0.00
Ti -1.521 -1.899 0.706 1.08
Cl -3.223 -0.754 -0.332 0.02
Cl -0.140 -3.669 0.487 0.03
C -0.959 -1.167 2.409 -0.10
H -0.005 -1.625 2.717 0.02
C -1.618 -0.406 3.451 0.02
C -2.818 0.312 3.192 -0.02
C -3.407 1.103 4.178 0.02
C -2.838 1.179 5.455 -0.03
C -1.667 0.453 5.738 0.02
C -1.062 -0.324 4.761 -0.02
H -3.261 0.242 2.190 -0.01
H -4.321 1.651 3.938 0.00
H -1.228 0.496 6.740 0.00
H -0.142 -0.882 4.967 0.00
H -3.307 1.790 6.225 0.00
N -3.111 -3.293 1.271 -0.01
H -3.410 -3.845 0.456 0.00
H -3.937 -2.802 1.627 0.00
H -2.808 -3.960 1.989 0.00